(1)
Density functional theory data (ωB97M-V with the def2-TZVPD basis set) for a structure of composition C22H22BF2MnN4O2 at a distorted geometry.

Structure (XYZ):
```
54
Properties=species:S:1:pos:R:3:forces:R:3
Mn -0.486543 0.992629 -0.287927 0.13 0.82 -0.77
O -0.873015 -2.275600 3.267353 0.07 0.46 0.06
C -1.491425 -2.850580 2.233529 -0.14 -0.23 -0.29
C -1.683363 -4.236233 2.272356 0.03 0.16 0.01
C -2.293238 -4.887732 1.220912 -0.07 -0.12 -0.12
C -2.732217 -4.187426 0.098873 0.08 0.01 0.15
C -2.553456 -2.816678 0.061847 -0.07 -0.02 -0.05
C -1.947704 -2.130102 1.111076 -0.06 0.12 0.13
C -1.784944 -0.650164 0.983641 -0.16 -0.22 -0.10
O -2.270505 -0.063271 -0.063730 0.55 0.06 0.05
N -1.043311 -0.065812 1.893605 -0.11 0.72 1.01
N -0.834297 1.377778 1.689699 -0.43 -1.45 -0.29
C -1.945928 2.131096 1.770587 0.37 0.14 -0.14
C -2.053571 3.225102 0.883072 -0.25 0.12 0.22
C -2.980147 4.287181 1.062236 0.07 -0.03 -0.05
C -3.004158 5.318764 0.168111 -0.14 0.11 0.07
C -2.123908 5.321800 -0.929912 0.08 -0.11 -0.01
C -1.281948 4.235378 -1.072189 -0.08 0.05 -0.01
N -1.234731 3.217560 -0.218865 0.08 -0.46 0.10
H -0.788929 -1.300532 3.024780 0.06 -0.14 0.03
H -1.326717 -4.772245 3.142295 0.00 -0.02 0.00
H -2.424451 -5.962844 1.267938 0.01 0.00 0.01
H -3.196387 -4.707098 -0.728085 -0.02 0.00 -0.02
H -2.879859 -2.231103 -0.788344 0.01 0.00 0.01
H -2.754774 1.883056 2.453591 0.01 0.01 0.04
H -3.644153 4.269966 1.917100 0.00 -0.01 0.01
H -3.706564 6.132794 0.310264 0.03 0.01 -0.03
H -2.113147 6.120135 -1.657239 -0.02 0.02 0.00
H -0.623690 4.156536 -1.930602 0.02 0.00 -0.02
C 1.176106 -2.230822 -1.720871 -0.01 0.03 -0.06
N 2.031170 -2.460328 -0.576199 -0.09 0.00 0.06
C 3.378673 -2.780824 -0.979456 0.10 0.01 -0.03
C 1.935675 -1.385952 0.413282 -0.01 0.00 0.04
C 2.425333 -0.014243 -0.018951 0.19 0.05 -0.02
C 3.795063 0.250108 0.077249 -0.05 -0.04 0.03
C 4.330334 1.471972 -0.294651 -0.01 0.04 0.00
C 3.484960 2.467983 -0.764794 -0.03 -0.08 0.01
C 2.122335 2.218856 -0.854024 0.21 0.04 0.02
C 1.565565 0.990857 -0.483136 -0.32 -0.01 -0.06
H 1.147971 -3.125429 -2.347696 0.03 -0.02 0.01
H 1.506709 -1.387488 -2.346536 0.02 -0.05 0.03
H 0.157999 -2.021956 -1.389287 0.00 -0.01 0.02
H 3.366141 -3.687690 -1.589077 -0.02 0.00 0.00
H 3.998168 -2.973065 -0.100594 -0.02 0.00 0.02
H 3.868025 -1.988001 -1.569454 -0.02 0.01 0.00
H 2.500080 -1.700662 1.296528 0.02 -0.02 -0.03
H 0.891702 -1.325589 0.723649 -0.02 0.02 0.00
H 4.450341 -0.517670 0.476099 0.01 -0.01 -0.01
H 5.395418 1.649600 -0.204011 0.01 0.00 0.00
H 3.883216 3.434432 -1.050822 0.00 0.01 0.00
H 1.479061 3.015564 -1.209061 -0.04 -0.02 -0.01
F -0.574495 -0.231856 -3.114970 -0.01 0.06 -0.36
B -0.305020 0.865625 -2.404000 0.02 0.03 0.65
F 0.066569 1.934241 -3.125186 -0.03 -0.05 -0.33
```
Positions in Å, forces in eV/Å.

## Properties
* multiplicity: 6
* charge: -1
* HOMO (spin up / spin down): -3.034 / -5.156 eV

Atomic partial charges in e from the natural (NBO) method, atoms 1 to 8: atom 1 (Mn): 1.2094, atom 2 (O): -0.7088, atom 3 (C): 0.4344, atom 4 (C): -0.3117, atom 5 (C): -0.1850, atom 6 (C): -0.2783, atom 7 (C): -0.1462, atom 8 (C): -0.2426

(2)
Density functional theory data (ωB97M-V with the def2-TZVPD basis set) for an isolated molecule of C22H22Cl2F3NO6P2 at a distorted geometry.

Structure (XYZ):
```
58
Properties=species:S:1:pos:R:3:forces:R:3
C 1.265304 -0.029750 4.917757 -0.25 -0.04 -0.66
C 0.228870 -0.559687 3.922312 -0.23 0.28 0.66
C -1.140026 0.037207 4.231375 -0.08 -0.58 0.26
N -2.142327 -0.305131 3.214495 0.02 0.53 0.14
C -2.486727 0.741259 2.306786 -0.28 0.02 -0.36
C -2.782491 2.052565 2.689912 0.10 -0.31 -0.21
C -3.094812 3.013061 1.738326 -0.04 0.47 0.11
O -3.402786 4.304582 2.155305 0.10 -0.31 -0.05
C -3.143587 2.722223 0.380381 -0.07 -0.43 0.02
C -2.859900 1.422043 0.000997 -0.07 0.27 0.43
C -2.548712 0.453323 0.949859 0.33 -0.08 -0.12
C -2.288877 -0.894304 0.348119 0.00 0.53 0.29
O -2.991664 -1.831001 0.592914 -0.19 -0.51 -0.14
C -1.222490 -0.809334 -0.727828 0.38 -0.21 -0.10
C -1.520467 0.192299 -1.671896 -0.05 -0.04 -0.08
C -0.664471 0.484514 -2.731960 -0.24 -0.66 0.04
P -0.926024 1.786884 -4.030197 0.37 0.37 -0.17
O -2.375753 2.434308 -3.789740 0.16 -0.10 -0.36
Cl -1.293388 0.492861 -5.640033 -0.11 -0.02 0.16
C 0.541610 -0.240315 -2.792564 0.04 0.31 0.33
C 1.563412 0.104556 -3.862094 0.20 -0.35 0.38
O 2.825619 0.602078 -3.336449 -0.33 -0.14 -0.19
C 2.794580 1.727167 -2.611542 0.50 -0.06 -0.09
F 1.935530 2.632276 -3.066501 -0.37 0.29 -0.21
F 4.010342 2.264299 -2.634176 0.27 0.06 0.01
F 2.486856 1.507565 -1.328307 -0.22 -0.08 0.41
C 0.856890 -1.245977 -1.859134 0.24 0.16 0.03
C 2.205457 -1.939892 -1.953367 -0.47 0.24 0.17
C 3.083831 -1.701518 -0.722032 1.13 -0.40 -0.68
C 4.563272 -2.048065 -1.077629 -0.95 0.32 0.32
C -0.034231 -1.566139 -0.803188 -0.72 -0.13 -0.87
P 0.349879 -2.819357 0.533638 0.49 0.19 0.67
O -1.064167 -3.458763 0.948678 0.25 -0.10 -0.32
Cl 1.126871 -4.493890 -0.466025 -0.20 0.05 -0.14
C -2.816698 0.926662 -1.401238 0.58 -0.31 0.43
O -3.737603 0.993449 -2.163721 -0.56 0.16 -0.52
H 2.256906 -0.312235 4.579425 0.22 -0.01 0.22
H 1.087657 -0.405804 5.921100 0.04 -0.05 0.12
H 1.199139 1.056372 4.937370 0.19 0.15 0.11
H 0.112255 -1.632493 4.054014 0.20 -0.21 -0.37
H 0.530553 -0.344573 2.899603 -0.01 -0.01 -0.15
H -1.462369 -0.424274 5.166027 -0.08 0.08 0.13
H -1.067627 1.104543 4.447627 -0.01 0.17 -0.25
H -2.983189 -0.654514 3.651684 -0.03 -0.15 -0.08
H -2.773259 2.308099 3.737216 -0.02 0.22 0.10
H -2.583935 4.809427 2.173974 -0.02 0.13 0.05
H -3.389515 3.470430 -0.356813 -0.06 0.16 0.04
H -3.112848 1.817849 -3.920617 -0.15 0.01 0.38
H 1.842089 -0.813141 -4.363880 0.12 0.00 -0.28
H 1.216605 0.802508 -4.611099 -0.11 0.13 -0.02
H 2.782865 -1.579115 -2.790076 -0.05 0.14 -0.19
H 2.019013 -2.989934 -2.152808 0.23 -0.15 0.17
H 3.043548 -0.646427 -0.479432 -0.23 0.06 0.40
H 2.827491 -2.316730 0.131511 -0.42 0.13 0.17
H 4.557281 -2.740382 -1.912777 0.33 -0.18 -0.06
H 5.055854 -2.492191 -0.219382 0.22 -0.09 -0.02
H 5.080828 -1.133445 -1.349205 0.23 -0.04 -0.21
H -1.540467 -3.836028 0.195303 -0.33 0.10 0.16
```
Positions in Å, forces in eV/Å.

## Properties
* SMILES string: CCCNc1cc(O)cc2c1C(=O)c1c(c(P(O)Cl)c(COC(F)(F)F)c(CCC)c1P(O)Cl)C2=O
* HOMO: -9.177 eV

Atomic partial charges in e from the natural (NBO) method, atoms 1 to 8: atom 1 (C): -0.6070, atom 2 (C): -0.3985, atom 3 (C): -0.2113, atom 4 (N): -0.6461, atom 5 (C): 0.1756, atom 6 (C): -0.2611, atom 7 (C): 0.2913, atom 8 (O): -0.6974

Q: Number 1 is which compound?
A: C22H22BF2MnN4O2